ORCA calculation (wB97M-V/def2-TZVPD) on an isolated ion of composition H2N3O2S and charge -1 at a distorted geometry.

## Properties
HOMO-LUMO gap: 7.184 eV
Energy above the lowest of the compared OMol25 structures with the same formula, charge and spin: 332.2 kJ/mol
Charge: -1

Each line ends with the Löwdin charge.
Atoms and positions in Å:
O -0.609 1.067 -0.962  -0.16
N -0.323 0.054 -0.168  -0.40
N 0.854 0.049 0.411  -0.05
O 1.638 1.106 0.125  -0.08
N -1.246 -0.937 -0.034  -0.27
S -3.199 -1.533 -0.740  -0.08
H 1.268 1.810 -0.378  0.04
H -1.130 -1.669 0.648  0.00